No. 1
The following is a DFT calculation (ωB97M-V/def2-TZVPD) of a cluster of 3 separate species, C26H49Cl2INO17P4 in total at a distorted geometry.

**M**: 969.374 g mol⁻¹
**Total energy**: -4937.4878 Ha
**2S+1**: 1
**Largest force on an atom**: 0.147 Eh/bohr
**Total charge**: -1
**LUMO energy**: -0.14 eV

```
100
Properties=species:S:1:pos:R:3:forces:R:3
C -0.301 -3.184 -4.451 0.50 0.55 1.13
C 0.334 -1.926 -3.820 -0.33 -0.77 -0.84
O 0.658 -0.994 -4.479 -0.02 0.16 0.23
O 0.489 -1.950 -2.427 0.45 0.35 0.07
C 1.818 -1.797 -2.061 1.10 0.28 0.27
O 2.689 -2.205 -2.774 -0.16 -0.20 0.00
C 2.176 -1.165 -0.701 -0.43 -0.40 0.77
C 2.886 0.220 -0.918 -0.66 0.99 -0.51
C 4.436 0.249 -0.798 0.03 -0.22 -0.16
C 5.040 -0.674 0.307 1.31 0.25 -0.26
C 6.099 -1.684 -0.294 -0.35 0.45 0.49
C 6.060 -3.091 0.372 0.00 0.53 -0.29
N 5.766 -4.141 -0.600 -0.61 -1.55 -0.35
C 6.154 -4.294 -1.907 0.20 -0.05 -0.88
C 5.592 -5.446 -2.466 -0.20 0.22 1.49
C 4.814 -6.086 -1.403 1.28 2.10 0.14
C 4.979 -5.226 -0.300 -0.72 -1.17 -0.19
O 2.403 0.549 -2.222 0.24 0.72 1.00
P 2.095 2.234 -2.496 1.49 0.11 -2.23
O 3.780 2.639 -2.565 0.16 -0.86 0.20
C 0.226 2.048 -2.760 -0.71 -0.50 0.34
C -0.711 1.868 -1.532 -1.19 -0.57 -0.75
C -1.167 0.403 -1.363 0.16 0.86 0.27
O -1.061 -0.238 -0.358 -0.02 -0.09 0.02
O -1.798 -0.170 -2.483 0.12 0.41 0.20
P 1.689 4.395 -3.139 -1.71 1.19 -0.05
O 1.499 4.334 -4.821 0.67 -0.51 1.02
I 3.644 5.870 -2.782 0.38 0.08 -0.11
O 2.059 2.562 -0.806 0.86 -0.51 0.30
C 2.245 1.392 -0.044 -2.10 -1.40 0.04
C 2.715 1.563 1.414 -0.53 1.21 -0.30
Cl 4.081 2.771 1.577 -0.11 -0.69 -0.19
C 1.585 2.101 2.358 0.78 -1.02 0.67
C 0.479 1.061 2.643 -0.79 0.41 -0.17
Cl 0.923 3.691 1.829 0.02 -0.54 0.05
H 0.088 -3.234 -5.476 -0.40 -0.04 0.32
H -0.007 -4.070 -3.863 -0.24 0.32 -0.35
H -1.393 -3.047 -4.403 0.37 -0.20 -0.21
H 1.286 -1.045 -0.053 0.32 0.00 -0.48
H 2.816 -1.913 -0.203 -0.16 0.27 -0.26
H 4.799 1.269 -0.580 -0.51 -0.41 -0.20
H 4.823 0.033 -1.814 -0.10 -0.20 0.60
H 5.630 -0.034 0.996 -0.58 -0.22 -0.16
H 4.299 -1.184 0.944 0.17 0.09 -0.48
H 5.916 -1.715 -1.378 0.05 -0.44 0.42
H 7.101 -1.230 -0.167 -0.46 -0.30 -0.09
H 6.991 -3.313 0.930 -0.35 0.05 -0.41
H 5.234 -3.113 1.106 0.42 -0.06 -0.33
H 6.813 -3.560 -2.379 -0.41 -0.34 0.21
H 5.718 -5.775 -3.496 -0.03 0.14 0.43
H 4.226 -6.999 -1.440 0.22 0.36 0.03
H 4.570 -5.345 0.706 0.14 0.16 -0.40
H 2.211 1.912 -3.900 0.11 0.23 0.01
H 4.140 2.833 -1.694 -0.13 0.22 -0.07
H 0.086 1.177 -3.433 0.27 0.39 0.40
H -0.153 2.908 -3.351 0.32 -0.35 0.34
H -1.667 2.392 -1.773 0.43 -0.23 0.16
H -0.389 2.286 -0.569 0.27 -0.30 -0.39
H -2.748 -0.040 -2.375 0.07 0.02 0.04
H 2.077 3.642 -5.186 -0.05 0.01 -0.01
H 1.205 1.001 0.094 0.53 0.05 0.21
H 3.049 0.585 1.802 -0.04 0.50 -0.08
H 2.095 2.292 3.319 -0.34 0.18 -0.46
H 0.113 0.520 1.754 0.27 0.31 0.22
H 0.758 0.317 3.408 0.24 0.38 -0.31
H -0.392 1.615 3.046 0.44 -0.35 -0.08
C -5.254 -1.214 -3.879 0.17 0.19 -0.41
O -6.396 -0.718 -3.174 -1.71 -1.37 -1.90
P -7.628 -1.742 -2.657 0.96 0.78 7.48
O -8.241 -0.814 -1.649 -0.01 -0.08 -1.62
O -6.595 -2.814 -2.005 -0.66 -0.40 -0.65
C -5.826 -2.450 -0.864 0.54 0.19 0.00
O -8.820 -2.938 -2.672 1.35 0.82 -3.13
C -9.874 -2.736 -3.625 -0.31 0.09 0.05
H -5.081 -0.588 -4.754 -0.08 -0.04 0.03
H -4.382 -1.130 -3.231 -0.07 -0.15 0.09
H -5.373 -2.249 -4.194 0.09 -0.01 0.10
H -5.993 -1.416 -0.560 -0.14 -0.01 -0.05
H -4.768 -2.582 -1.100 -0.02 0.01 0.01
H -6.080 -3.119 -0.043 -0.12 0.01 -0.06
H -9.474 -2.667 -4.638 -0.13 -0.06 -0.04
H -10.430 -1.827 -3.384 0.02 0.01 -0.02
H -10.551 -3.586 -3.573 0.13 -0.02 0.09
C -3.830 2.636 8.889 -0.32 -0.20 0.13
O -2.852 2.199 7.944 -1.81 0.78 -2.04
P -2.325 3.195 6.688 7.21 0.97 1.87
O -1.066 2.446 6.364 -1.58 -0.30 -0.18
O -2.085 4.468 7.672 -0.59 0.19 -0.68
C -1.052 4.417 8.646 -0.04 -0.12 0.48
O -2.358 4.248 5.373 -3.12 -1.39 1.06
C -3.052 3.757 4.214 0.10 -0.15 -0.34
H -4.587 1.857 8.998 0.02 0.04 -0.09
H -3.344 2.767 9.857 0.09 0.09 -0.06
H -4.311 3.567 8.595 0.07 0.02 0.08
H -0.533 3.459 8.654 -0.02 -0.01 -0.14
H -1.493 4.590 9.631 0.01 -0.01 -0.01
H -0.341 5.217 8.444 -0.02 -0.04 -0.12
H -4.085 3.511 4.460 -0.03 0.05 -0.14
H -2.544 2.875 3.820 -0.01 0.00 0.00
H -3.046 4.535 3.452 0.09 0.05 0.15
```
Forces are in eV/Å.

=====

No. 2
The following is a DFT calculation (ωB97M-V/def2-TZVPD) of the ion C26H49NO5PS with charge +1 at a distorted geometry.

**M**: 518.721 g mol⁻¹
**Total energy**: -2189.5825 Ha
**Structure (SMILES)**: C=CC[N@@+]1([PH2]=S)[C@@](C=C)([C@@H](C)CC)[C@@H](C)[C@](CCC)(CCOC(C)=O)[C@]1(O)COCCOCC
**2S+1**: 1
**Energy above the lowest of the compared OMol25 structures with the same formula, charge and spin**: 376.59 kcal per mole
**Largest force on an atom**: 0.174 Eh/bohr
**Total charge**: +1
**LUMO energy**: -3.05 eV

```
83
Properties=species:S:1:pos:R:3:forces:R:3
C -3.791 0.893 0.770 1.14 -1.50 -3.72
C -3.423 0.446 -0.634 -1.40 0.67 4.52
C -2.039 0.898 -1.347 -3.23 4.91 0.22
N -0.929 -0.113 -1.552 0.07 -0.65 1.11
P -1.939 -1.454 -2.258 -1.55 -3.50 -2.17
S -3.059 -1.007 -3.758 0.15 0.40 0.13
C 0.248 0.408 -2.430 3.79 0.69 -2.43
C 0.821 -0.684 -3.569 2.39 -1.43 -1.99
C 2.190 -0.715 -4.177 -2.78 1.29 0.98
C 0.127 1.689 -3.398 -0.51 1.40 -1.91
C -0.852 1.513 -4.751 0.77 1.76 -0.28
C -0.281 3.161 -2.901 -0.94 1.11 -0.93
C 0.203 3.802 -1.533 -0.59 1.76 1.11
C 1.537 0.480 -1.352 1.23 -1.63 0.30
C 2.861 1.359 -1.699 1.28 -0.24 0.29
C 1.032 0.329 0.244 1.23 0.97 -2.94
C 0.675 1.655 1.105 -1.00 1.63 0.51
C 0.364 1.454 2.707 -0.67 0.87 1.00
C -1.164 1.982 3.133 0.58 -0.98 0.61
C 2.255 -0.334 1.089 -0.75 -2.82 -0.87
C 3.396 0.497 1.796 1.21 -1.34 3.35
O 4.008 1.665 1.201 1.02 1.25 2.28
C 4.870 2.325 2.230 3.93 -1.90 3.33
C 4.576 3.956 2.463 -0.57 -1.76 -1.05
O 5.801 1.687 2.952 -6.42 3.67 -5.01
C -0.219 -0.680 -0.282 1.07 -1.62 6.53
O -1.044 -0.740 0.972 -0.05 0.88 -1.12
C 0.131 -2.322 -0.304 2.35 -1.19 -0.47
O -0.928 -3.166 0.271 1.96 0.50 -0.79
C -0.514 -3.929 1.441 -1.95 -1.66 1.02
C -1.558 -5.237 1.510 1.37 0.12 -1.59
O -2.950 -4.857 1.783 2.31 -1.36 1.86
C -3.218 -5.111 3.232 -0.49 1.01 0.84
C -4.359 -3.966 3.650 0.85 -0.51 -1.06
H -4.422 0.140 1.440 0.71 2.21 -1.88
H -3.454 1.920 1.226 -0.07 -2.54 -0.78
H -4.283 -0.190 -1.165 2.64 0.96 1.14
H -2.408 1.370 -2.384 1.47 -1.68 1.96
H -1.691 1.883 -0.770 -0.20 -2.62 -1.04
H -2.755 -2.131 -1.242 1.44 1.11 -0.09
H -1.112 -2.555 -2.779 -0.20 1.35 1.26
H 0.108 -1.435 -4.164 1.48 1.06 2.29
H 2.791 -1.701 -4.370 -1.99 1.85 -0.47
H 2.696 0.293 -4.561 -0.61 -2.27 1.88
H 1.200 1.838 -3.916 -2.26 -0.79 1.64
H -1.991 1.540 -4.502 2.19 -0.49 -0.49
H -0.657 2.542 -5.334 -0.44 -2.28 1.21
H -0.506 0.692 -5.495 -0.91 1.16 1.61
H -1.473 3.243 -2.949 2.57 -0.14 0.20
H 0.064 3.907 -3.773 -0.66 -1.86 1.88
H 0.419 4.964 -1.723 -0.47 -2.58 0.40
H 1.139 3.402 -0.986 -1.62 0.35 -1.27
H -0.692 3.815 -0.743 1.98 -0.12 -1.61
H 1.971 -0.631 -1.473 -1.06 2.39 0.18
H 3.011 2.348 -1.100 -0.66 -1.86 -1.07
H 3.786 0.671 -1.377 -2.05 1.58 -0.68
H 3.049 1.594 -2.827 -0.69 -0.51 2.14
H 1.560 2.458 1.058 -1.64 -2.18 -0.25
H -0.260 2.283 0.740 1.93 -1.65 0.37
H 0.440 0.358 3.098 0.05 2.00 -0.78
H 1.101 2.123 3.362 -1.37 -1.59 -1.57
H -1.460 2.990 2.594 0.60 -2.11 1.15
H -1.182 2.105 4.320 0.01 -0.01 -2.69
H -1.911 1.106 2.901 1.27 1.95 0.19
H 2.789 -1.188 0.443 -1.22 2.00 1.13
H 1.709 -0.977 1.941 1.50 1.49 -1.48
H 3.046 0.811 2.894 0.45 -0.68 -2.42
H 4.303 -0.256 2.016 -2.20 1.38 -0.55
H 3.395 4.050 2.515 2.55 -0.04 0.02
H 5.121 4.316 3.433 -1.07 -0.82 -2.11
H 4.936 4.473 1.476 -0.61 -0.79 2.05
H -0.458 -1.062 1.722 -0.72 0.57 -1.68
H 0.506 -2.678 -1.380 -1.20 0.60 2.15
H 1.075 -2.595 0.375 -1.81 1.49 -1.47
H -0.739 -3.310 2.410 0.84 -0.93 -1.65
H 0.548 -4.418 1.402 -1.73 1.33 -0.11
H -1.093 -6.013 2.250 -1.13 1.47 -1.10
H -1.460 -5.733 0.428 -0.56 1.11 2.29
H -2.213 -4.949 3.842 -2.14 -0.19 -1.17
H -3.564 -6.208 3.455 0.50 2.03 -0.78
H -5.047 -3.833 2.691 1.40 -0.29 2.15
H -3.745 -2.970 3.808 -1.57 -1.96 -0.11
H -5.013 -4.281 4.567 1.44 0.72 -1.72
```
Forces are in eV/Å.